No. 1
C20H19O2P | ωB97M-V with the def2-TZVPD basis set

```
42
Properties=species:S:1:pos:R:3:forces:R:3
C 1.20371 -3.42722 -0.56774 0.03 0.18 0.04
C 2.12826 -3.95819 -1.45334 0.07 -0.12 -0.11
C 3.09909 -3.14190 -2.00097 -0.06 -0.12 0.01
C 3.16187 -1.79708 -1.66971 0.04 0.36 0.06
C 2.24363 -1.27042 -0.77484 0.07 -0.45 0.00
C 1.25649 -2.09133 -0.21730 0.30 0.07 -0.04
C 0.27701 -1.43654 0.69290 -0.20 0.44 -0.25
H 0.43032 -4.05509 -0.14898 -0.08 -0.04 0.05
H 2.08111 -5.00258 -1.72140 0.00 -0.09 -0.03
H 3.81556 -3.54643 -2.70030 0.06 -0.03 -0.05
H 3.91995 -1.17544 -2.11926 0.06 0.08 -0.02
O 2.19607 0.02358 -0.34673 0.29 -0.47 0.04
C 3.01816 0.96322 -0.99582 0.23 0.25 -0.12
H 2.77541 1.93052 -0.55815 0.04 -0.05 -0.03
H 2.81390 0.99046 -2.06963 -0.02 -0.03 0.02
H 4.07707 0.74357 -0.82476 -0.06 0.01 -0.02
H 0.75791 -1.10424 1.61408 -0.05 0.06 0.07
H -0.54311 -2.11350 0.94164 0.06 0.12 0.00
P -0.43670 0.02941 -0.20800 -0.89 -0.01 1.71
O -0.34389 -0.05146 -1.66935 0.12 0.03 -0.97
C -2.18343 -0.04692 0.34367 0.42 0.06 -0.25
C -3.03703 -0.78532 -0.46492 0.01 -0.07 -0.10
C -4.37027 -0.92915 -0.12787 -0.07 -0.05 0.00
C -4.85703 -0.32932 1.02231 -0.06 0.01 0.03
C -4.00988 0.41337 1.82826 -0.09 0.02 0.13
C -2.67433 0.55447 1.49329 0.07 0.00 0.01
H -2.01908 1.14080 2.12117 -0.01 0.07 0.05
H -4.39200 0.88680 2.72141 -0.03 0.03 0.06
H -5.89834 -0.43667 1.28935 -0.08 0.00 0.02
H -5.03051 -1.50551 -0.75967 -0.04 -0.03 -0.05
H -2.63633 -1.23127 -1.36426 -0.03 -0.04 -0.11
C 0.13670 1.59821 0.52104 -0.17 -0.40 -0.19
C 0.49646 1.75977 1.85089 0.03 -0.05 -0.03
C 0.88182 3.00597 2.31310 0.03 0.03 0.15
C 0.90265 4.09316 1.45430 0.03 0.07 -0.01
C 0.53928 3.93457 0.12682 0.02 0.10 0.02
C 0.15740 2.68829 -0.33708 -0.07 -0.05 -0.10
H -0.12115 2.53532 -1.36999 -0.01 0.04 -0.12
H 0.55549 4.78133 -0.54404 0.00 0.05 -0.05
H 1.20291 5.06380 1.82128 0.02 0.07 0.03
H 1.16531 3.13122 3.34844 0.02 0.01 0.06
H 0.48230 0.91718 2.52731 0.02 -0.06 0.08
```
Positions in Å, forces in eV/Å.

Calculated values
charge = 0
HOMO level = -8.40 eV
Kohn-Sham gap = 9.165 eV
SMILES = COc1ccccc1CP(=O)(c1ccccc1)c1ccccc1
2S+1 = 1
LUMO energy = 0.02817 Eh
relative energy (zero: lowest compared OMol25 entry of this formula, charge and spin) = 2.5 kJ/mol

No. 2
C20H19OPZr | ωB97M-V with the def2-TZVPD basis set

```
42
Properties=species:S:1:pos:R:3:forces:R:3
Zr 0.94181 -1.80930 -1.37177 -2.86 1.55 -2.31
C 0.27754 -2.76727 -3.30725 0.45 0.34 0.79
H -0.46902 -2.34376 -3.99479 0.17 -0.12 0.34
H 1.22137 -2.87093 -3.88171 -0.16 0.03 0.13
H -0.02269 -3.79806 -3.01431 -0.03 0.38 -0.09
H 2.30981 -2.63565 -0.32594 2.66 1.14 0.25
H 2.70682 -1.93402 -0.59864 0.50 -2.14 1.36
O 0.75725 -2.69532 1.45350 -0.87 0.11 -2.47
C -0.10808 -2.35994 0.64084 -0.07 1.25 1.64
C -1.53007 -2.14476 0.91868 -0.14 0.08 0.79
C -2.16755 -2.92996 1.87491 -0.31 -0.37 -0.19
C -3.41212 -2.54572 2.34474 0.11 -0.10 -0.01
C -3.99552 -1.35519 1.89310 0.11 0.15 -0.50
C -3.34345 -0.53332 0.96873 0.19 0.24 0.29
C -2.08230 -0.90539 0.47353 0.99 -1.26 0.54
P -0.87601 0.03823 -0.47357 -0.93 0.21 -0.37
C -0.85878 1.57098 0.49496 0.14 0.75 -0.22
C -1.20755 2.84609 -0.01521 0.17 -0.27 0.02
C -1.23011 3.95601 0.83322 0.06 -0.04 0.25
C -0.89775 3.82456 2.19164 0.06 -0.43 -0.24
C -0.51569 2.56921 2.68749 0.07 0.11 -0.10
C -0.48470 1.45791 1.84595 -0.27 -0.06 0.19
C 1.63563 0.28485 -1.12905 0.01 -1.42 0.26
C 2.67116 0.47566 -0.20998 0.78 0.08 -0.03
C 3.89179 1.01095 -0.65707 0.02 -0.13 0.26
C 4.07731 1.31325 -2.00519 0.05 0.24 -0.08
C 3.05620 1.08265 -2.92085 -0.69 -0.32 -0.37
C 1.81347 0.54651 -2.49607 0.62 0.47 -0.08
H -1.67090 -3.82808 2.23439 -0.17 0.14 0.02
H -3.91426 -3.16747 3.08201 0.04 0.23 -0.09
H -4.97265 -1.06557 2.27123 0.16 -0.01 -0.12
H -3.79333 0.40483 0.64504 0.08 -0.21 0.16
H -1.47664 2.96005 -1.06474 0.05 0.01 0.23
H -1.50311 4.94430 0.45167 0.05 -0.47 0.02
H -0.92733 4.68865 2.86553 0.00 -0.37 -0.38
H -0.23709 2.45405 3.73837 -0.10 0.04 -0.39
H -0.19253 0.48521 2.24259 -0.09 0.21 0.05
H 2.57294 0.15383 0.82688 -0.07 0.29 -0.12
H 4.72124 1.16642 0.03921 -0.38 -0.06 -0.15
H 5.02622 1.74588 -2.35257 -0.49 -0.28 0.22
H 3.20642 1.31547 -3.98065 -0.09 -0.08 0.43
H 1.00223 0.39413 -3.21885 0.18 0.10 0.09
```
Positions in Å, forces in eV/Å.

Calculated values
charge = +2
HOMO level (spin up / spin down) = -15.10 / -15.19 eV
Kohn-Sham gap (spin up / spin down) = 5.734 / 5.828 eV
2S+1 = 1
LUMO energy (spin up / spin down) = -0.34420 / -0.34401 Eh
relative energy (zero: lowest compared OMol25 entry of this formula, charge and spin) = 317.9 kJ/mol

No. 3
C20H20AsN8O6S2Ta | ωB97M-V with the def2-TZVPD basis set

```
58
Properties=species:S:1:pos:R:3:forces:R:3
Ta -0.35280 -0.16882 0.42545 -0.02 -0.18 -0.51
C -0.38381 4.45781 0.14383 0.01 0.00 0.00
C -0.38563 2.98162 -0.06752 0.02 0.00 -0.05
N -0.44076 2.11688 0.88927 -0.07 0.07 0.09
N -0.49394 2.66346 2.14487 -0.02 -0.04 -0.05
C -0.62963 1.78999 3.09661 0.07 -0.04 0.04
N -0.64695 2.20716 4.36455 -0.03 -0.01 -0.02
S -0.85115 0.08484 2.80181 0.08 0.11 0.06
C -0.27495 2.43508 -1.42308 -0.01 0.02 0.03
C -0.23479 3.25474 -2.53876 0.01 0.01 -0.01
C -0.00892 2.69619 -3.78604 0.00 0.00 0.00
C 0.19407 1.33108 -3.87334 0.00 0.00 0.00
C 0.10794 0.57040 -2.72413 -0.01 -0.03 -0.01
N -0.15679 1.09468 -1.51951 0.07 -0.05 0.10
H -0.17676 4.69289 1.18000 0.00 0.01 0.00
H -1.36085 4.87448 -0.11693 0.00 -0.01 -0.01
H 0.36194 4.93230 -0.49183 0.01 0.00 0.00
H -0.51067 3.18452 4.56619 0.00 0.00 0.01
H -0.72521 1.55553 5.12464 0.00 0.00 0.00
H -0.36194 4.32050 -2.42902 0.00 0.00 -0.01
H 0.03162 3.32187 -4.66740 0.00 0.00 0.00
H 0.42211 0.84926 -4.81295 0.00 0.00 0.00
H 0.27449 -0.49293 -2.76559 0.00 0.02 0.02
N -3.15436 -2.32517 -2.15413 -0.03 0.02 -0.06
C -2.08994 -3.12413 -2.50184 0.01 -0.04 -0.02
C -0.98547 -2.56199 -1.94245 0.00 0.15 0.03
N -1.36291 -1.41110 -1.28644 -0.11 -0.27 0.05
C -2.67039 -1.31211 -1.42148 0.10 0.12 0.11
C -3.29173 -0.24873 -0.67053 -0.06 -0.02 -0.08
N -2.51059 0.43625 0.15169 0.17 0.02 0.02
C -3.30750 1.38591 0.75589 -0.04 0.06 0.01
C -4.57098 1.26352 0.27888 0.03 -0.03 0.04
N -4.54311 0.21837 -0.62089 -0.02 0.01 -0.04
H -4.11544 -2.49111 -2.40683 0.00 -0.01 0.00
H -2.21117 -4.00416 -3.10824 -0.01 -0.01 0.01
H 0.03338 -2.90642 -1.95080 0.00 0.01 0.02
H -2.92610 2.07188 1.49166 0.00 0.00 -0.01
H -5.47350 1.80418 0.50136 0.00 0.00 0.00
H -5.33324 -0.11287 -1.15175 0.00 0.00 0.00
O 0.66948 -3.99913 0.60224 -0.02 0.05 -0.01
As 0.05312 -3.11873 2.00746 0.10 -0.19 0.06
O -0.88859 -1.93179 1.11966 0.19 0.34 -0.20
O 1.41076 -1.89953 2.08909 0.08 -0.01 0.10
C 2.72826 -2.14176 1.87872 0.00 -0.01 -0.02
C 3.48449 -2.98386 2.67433 0.00 0.00 -0.01
C 4.84169 -3.12312 2.41727 -0.02 -0.01 0.01
C 5.45921 -2.42678 1.38422 0.01 0.01 -0.01
C 4.71471 -1.58069 0.58409 -0.02 -0.02 0.02
C 3.35144 -1.45184 0.83646 0.06 -0.05 0.02
S 2.39436 -0.44147 -0.18264 -0.13 0.16 0.09
O 1.19270 -1.23286 -0.66140 -0.16 0.03 0.23
O 3.18667 0.13095 -1.20703 -0.05 0.06 -0.04
O 1.62696 0.56380 0.67777 -0.21 -0.25 0.00
H 0.76264 -4.94530 0.77297 0.00 -0.01 0.01
H 3.01466 -3.50426 3.49914 0.02 -0.01 0.00
H 5.42999 -3.78006 3.04403 0.00 0.00 0.00
H 6.51852 -2.54224 1.20604 0.00 0.00 0.00
H 5.16539 -1.02718 -0.22765 0.00 0.00 0.00
```
Positions in Å, forces in eV/Å.

Calculated values
charge = +2
HOMO level = -13.83 eV
Kohn-Sham gap = 7.439 eV
2S+1 = 1
LUMO energy = -0.23482 Eh

No. 4
C20H20B3NO40S4 | ωB97M-V with the def2-TZVPD basis set

```
88
Properties=species:S:1:pos:R:3:forces:R:3
N 0.54879 1.16260 -0.48277 0.18 -0.54 0.07
H 1.37020 0.74980 -0.90109 1.26 0.62 0.01
H 0.40798 0.61730 0.35563 -0.92 -0.85 0.29
H -0.11683 1.06273 -1.23582 -1.15 -0.12 0.20
H 0.57832 2.10969 -0.13312 0.68 0.69 -0.47
O 0.56570 -0.30879 7.06208 -2.47 -1.90 -1.14
C -0.28297 -0.96674 6.44440 2.47 1.63 0.16
O -1.39077 -1.54837 6.85471 0.79 1.03 -0.69
B -2.06500 -2.08712 5.63010 0.29 -0.46 1.63
O -1.20407 -1.87206 4.47741 -1.96 -0.95 -0.07
C -0.19227 -1.19331 4.85987 2.15 2.34 0.26
O 0.61272 -0.68768 4.10882 -0.16 -0.41 0.73
O -2.16778 -3.52307 5.94701 -0.16 0.71 -0.82
C -3.42398 -3.84243 5.80879 -1.12 -1.96 -0.07
O -3.83148 -4.98563 5.87960 -0.16 1.48 -0.12
C -4.23931 -2.51311 5.58128 -5.37 -0.81 0.94
O -3.42720 -1.51188 5.53148 1.64 -0.04 -0.55
O -5.49191 -2.41195 5.61908 4.07 -0.62 -0.36
O -8.23233 -5.70782 -0.39568 1.63 1.50 -0.49
C -7.50571 -4.75182 -0.60567 -1.15 0.17 1.86
O -7.45713 -3.61799 0.18039 -0.55 -1.22 -1.55
B -6.76730 -2.52415 -0.57932 -0.64 -1.87 1.58
O -6.48349 -3.15958 -1.85245 0.87 0.14 -1.67
C -6.60010 -4.47709 -1.84069 -1.47 -1.12 -1.55
O -6.34394 -5.27336 -2.74188 0.04 1.86 1.99
O -5.55229 -2.25531 0.11710 2.47 2.96 0.64
C -5.33805 -0.87922 0.18485 1.15 -0.96 0.66
O -4.32984 -0.27241 0.54611 -2.63 -1.83 -1.04
C -6.71437 -0.32772 -0.28467 2.54 7.15 0.80
O -7.48931 -1.22233 -0.58504 -2.93 -4.90 -1.80
O -6.97738 0.88027 -0.37700 0.80 -1.78 0.44
O 8.10594 1.52728 1.59643 -1.25 -2.05 -2.49
C 7.62484 0.62639 0.89232 0.76 1.37 2.22
O 7.28092 0.64394 -0.39182 0.23 0.12 0.02
B 6.81025 -0.69647 -0.85018 -0.61 0.30 1.68
O 6.82431 -1.49729 0.41691 0.10 0.10 0.36
C 7.27489 -0.78883 1.47452 -0.11 0.12 -0.67
O 7.38403 -1.13425 2.62157 -0.14 0.08 -1.21
O 5.48924 -0.68293 -1.48744 -3.36 1.21 0.94
C 5.40942 -1.28590 -2.62541 0.03 -2.75 -4.78
O 4.52921 -1.60021 -3.50290 2.45 2.17 4.61
C 6.93876 -1.72759 -2.88304 -4.17 -1.35 -3.55
O 7.54839 -1.27395 -1.89486 5.32 0.07 1.60
O 7.26626 -2.36834 -3.85965 0.70 0.72 1.25
C 7.02458 6.74391 -2.40302 1.25 -1.89 -0.69
C 6.18231 7.63162 -1.64139 -0.48 3.35 -0.41
O 4.86254 7.14450 -1.83287 -0.92 -0.66 0.36
S 4.87738 5.54113 -1.79647 -0.65 -1.57 -1.21
O 4.28288 4.96533 -3.02339 1.41 1.74 2.84
O 4.41139 5.07050 -0.51070 0.94 0.59 -1.74
O 6.50393 5.51637 -1.89377 -0.79 -2.11 0.05
H 8.08699 6.72924 -2.15976 -0.12 0.24 0.27
H 6.96000 6.76905 -3.49081 -0.44 0.17 -0.03
H 6.09830 8.61471 -2.10465 0.37 0.27 0.35
H 6.54747 7.70904 -0.61730 -0.63 -0.18 0.21
C -1.82686 -1.98328 -4.55980 0.75 1.12 -0.54
C -2.00021 -1.55559 -5.99833 -2.30 -2.77 -1.23
O -1.81111 -0.19359 -6.13663 0.49 2.11 -0.38
S -2.14897 0.67773 -4.84917 0.64 -1.33 1.34
O -3.43280 1.35361 -4.92120 2.14 -1.54 0.17
O -0.96117 1.45174 -4.48732 -2.09 -1.35 -0.41
O -2.22325 -0.77199 -3.89772 0.00 2.45 0.45
H -0.78394 -2.28437 -4.46111 0.18 0.45 0.94
H -2.47248 -2.76796 -4.16540 -0.12 0.10 -0.48
H -3.02368 -1.82389 -6.26026 -0.45 0.46 -0.10
H -1.45917 -2.09563 -6.77534 0.77 0.30 0.43
C -3.20447 5.95960 1.37130 -2.06 -0.80 -0.44
C -2.45671 5.60816 0.11671 -0.32 2.41 -0.31
O -1.16797 5.44143 0.55423 3.56 -0.30 1.89
S -0.83886 6.60344 1.75225 1.51 -1.78 2.21
O -0.61715 7.92116 1.20840 -0.60 -1.62 0.10
O 0.15560 6.06589 2.72735 -3.13 1.30 -3.15
O -2.36261 6.46914 2.37818 2.12 0.65 -0.78
H -3.62522 5.02526 1.74290 -0.44 0.36 0.33
H -3.93116 6.68972 1.01504 -0.44 -0.02 0.88
H -2.34379 6.51535 -0.47690 -0.95 -0.09 -0.83
H -2.95114 4.79579 -0.41591 0.69 -0.20 0.06
C 0.11584 -6.41635 2.15778 -0.45 -0.21 2.46
C -1.10138 -5.81721 1.44474 0.59 0.21 0.66
O -0.59870 -5.36972 0.20285 0.92 0.07 -2.39
S 1.01954 -5.27482 0.04486 -0.47 1.51 3.73
O 1.36542 -3.86537 0.33290 -0.56 -3.37 -0.85
O 1.61894 -5.97687 -1.03496 -0.76 0.45 -0.02
O 1.23113 -6.27021 1.37990 1.86 1.04 -2.99
H -0.01426 -7.45767 2.45245 -0.11 -0.32 -0.72
H 0.39649 -5.98171 3.11716 -0.72 0.68 0.12
H -1.47299 -4.92169 1.94277 -0.27 -0.34 0.21
H -1.85604 -6.58884 1.29249 -0.10 0.37 -0.20
```
Positions in Å, forces in eV/Å.

Calculated values
charge = -2
HOMO level = -5.89 eV
Kohn-Sham gap = 7.503 eV
2S+1 = 1
LUMO energy = 0.05944 Eh
relative energy (zero: lowest compared OMol25 entry of this formula, charge and spin) = 797.3 kJ/mol

No. 5
C20H20BF4IN3STeV | ωB97M-V with the def2-TZVPD basis set

```
52
Properties=species:S:1:pos:R:3:forces:R:3
V 1.18192 0.30900 -0.37558 0.36 0.42 -0.42
S 1.51789 0.75482 1.91544 -0.09 -0.25 0.00
C 2.22654 2.30888 2.19143 0.03 0.07 -0.08
N 3.51729 2.55816 2.08858 -0.10 -0.01 0.00
C 3.84791 3.92463 2.51119 0.12 0.07 0.02
C 2.46795 4.49247 2.91372 -0.01 0.11 0.05
N 1.56767 3.37056 2.61798 0.04 -0.10 -0.08
H 4.18639 1.84693 1.84254 0.02 -0.01 -0.01
H 4.29837 4.47827 1.68938 0.00 -0.01 0.02
H 4.54431 3.90157 3.34707 0.00 0.01 -0.03
H 2.19300 5.36485 2.32440 0.00 -0.01 0.02
H 2.41754 4.74671 3.97098 0.00 0.01 -0.03
H 0.58133 3.35335 2.81431 -0.02 0.00 0.03
F 3.94272 -0.21835 0.00153 0.10 -0.05 0.04
B 4.38767 -1.29800 -0.66421 -0.42 -0.06 -0.02
F 5.51547 -1.24389 -1.29840 0.20 0.00 -0.07
F 3.62615 -2.37336 -0.64102 0.10 0.10 0.05
F 2.00411 -0.21296 -1.87365 -0.26 0.13 0.53
Te 0.36578 -2.16942 0.46818 -0.18 -0.24 0.01
C -0.04125 -3.25952 -1.28473 -0.05 0.03 -0.04
C 0.01099 -2.68988 -2.55167 0.04 0.07 0.05
C -0.30858 -3.46858 -3.65462 0.00 -0.03 -0.01
C -0.68034 -4.79487 -3.48912 0.00 -0.01 -0.01
C -0.72567 -5.35637 -2.22080 -0.01 -0.01 -0.03
C -0.40120 -4.59267 -1.11068 0.03 0.03 0.12
C -1.63829 -1.80810 1.06241 -0.09 -0.02 -0.12
C -2.69662 -2.07102 0.19546 0.18 -0.03 0.02
C -3.99491 -1.82957 0.62185 -0.03 0.01 0.02
C -4.23140 -1.32777 1.89449 -0.05 0.00 -0.01
C -3.17143 -1.07727 2.75333 -0.04 0.02 0.05
C -1.86892 -1.32191 2.34455 0.15 0.01 -0.06
H 0.32442 -1.66502 -2.69458 -0.02 0.00 0.01
H -0.26084 -3.03791 -4.64551 0.00 0.01 0.00
H -0.92791 -5.39737 -4.35250 0.00 0.00 0.00
H -1.00669 -6.39284 -2.09357 0.00 0.00 0.01
H -0.42829 -5.04053 -0.12470 -0.01 0.01 0.00
H -2.51923 -2.47593 -0.79376 0.01 0.01 0.01
H -4.82355 -2.04926 -0.03816 0.00 0.00 -0.01
H -5.24595 -1.14984 2.22456 0.00 0.00 0.00
H -3.35836 -0.71167 3.75412 0.00 0.01 0.00
H -1.04922 -1.14551 3.03153 0.00 -0.01 0.00
I 2.01911 3.14071 -1.44833 -0.05 -0.10 0.07
C -0.03339 2.77407 -1.35941 -0.17 0.05 -0.08
C -0.96493 3.67683 -1.83219 0.14 0.00 0.05
C -2.30917 3.34651 -1.71890 -0.03 -0.14 0.07
C -2.67336 2.13724 -1.13935 0.09 0.04 -0.02
C -1.67957 1.28194 -0.70646 -0.19 0.01 -0.02
N -0.37870 1.59635 -0.82132 0.20 -0.19 -0.08
H -0.64932 4.60975 -2.27636 0.01 0.00 0.01
H -3.06396 4.03132 -2.08147 0.00 0.01 0.00
H -3.70972 1.85298 -1.03081 0.00 -0.01 0.00
H -1.90375 0.32153 -0.25720 -0.03 0.03 -0.01
```
Positions in Å, forces in eV/Å.

Calculated values
charge = +2
HOMO level (spin up / spin down) = -14.21 / -14.18 eV
Kohn-Sham gap (spin up / spin down) = 7.102 / 7.724 eV
2S+1 = 3
LUMO energy (spin up / spin down) = -0.26133 / -0.23710 Eh
relative energy (zero: lowest compared OMol25 entry of this formula, charge and spin) = 30.4 kJ/mol